(1)
4 unconnected molecules or ions with the total composition C63H65N3O12PS2 at a distorted geometry, computed with wB97M-V/def2-TZVPD.

Output
Orbital gap in eV: 4.21
E_HOMO in eV: -4.46
Electronic energy in eV: -126380.636
Net charge: -1

```
146
Properties=species:S:1:pos:R:3:lowdin_charge:R:1
C 4.2776 1.8757 -0.4864 -0.08
C 5.5446 0.9165 -0.5699 -0.28
O 5.4600 -0.0107 -1.6479 -0.18
C 4.7107 -1.1888 -1.2354 -0.18
C 3.9141 -1.7659 -2.4856 -0.27
O 3.1257 -2.8854 -2.2917 -0.30
P 1.6802 -2.8560 -1.3314 0.55
N 1.8854 -4.6728 -1.2942 -0.09
C 1.3323 -0.9806 -1.4033 -0.15
C 0.8167 -0.5678 -2.9212 -0.23
C 0.0798 0.9007 -2.9927 -0.03
O 1.5296 0.5570 -3.5465 -0.23
O 0.1367 -3.1297 -0.6098 -0.38
C 0.0762 -3.2596 0.8192 -0.41
C -0.8444 -4.4615 1.3316 -0.16
C -0.6812 -4.7073 2.9097 -0.42
S -2.2276 -4.3075 3.8609 0.92
C -1.7858 -2.7818 4.7524 -0.58
N -0.9092 -2.6601 5.8128 0.00
N -0.8264 -1.3795 6.1865 -0.01
C -1.6708 -0.6269 5.3845 -0.11
O -2.2536 -1.5048 4.5059 -0.04
C -0.9125 -2.0105 1.1409 -0.37
S -2.1416 -1.8156 -0.2600 0.87
C -2.9113 -0.1763 0.0838 -0.55
C -3.3210 0.5634 -1.2509 -0.18
C 1.5820 -3.1624 1.3032 -0.37
C 1.7839 -1.9523 2.3510 -0.01
C 2.3923 -4.3350 1.9860 -0.29
C 2.0718 -5.8231 1.5911 -0.09
C 3.9576 -4.1381 1.7373 -0.20
C 4.8140 -5.0667 2.7372 -0.11
O 2.4598 -2.7324 0.2272 -0.26
H 3.6569 1.6220 0.4224 0.07
H 4.5462 2.9611 -0.3997 0.06
H 3.5975 1.7170 -1.3718 0.07
H 5.6125 0.3636 0.4068 0.11
H 6.4492 1.5855 -0.6581 0.11
H 4.0478 -0.8661 -0.3941 0.09
H 5.4256 -1.9701 -0.8570 0.13
H 3.4876 -0.8597 -3.0156 0.11
H 4.7585 -2.0718 -3.1885 0.13
H 0.9770 -3.1456 -2.5782 0.05
H 1.5626 -5.0649 -2.1758 0.02
H 2.8647 -4.9017 -1.1151 0.02
H 2.1618 -0.2941 -1.1325 0.06
H 0.4234 -0.6856 -0.8256 0.05
H 0.3869 -1.3981 -3.5926 0.13
H 0.5164 1.7566 -2.4286 0.09
H -0.2820 1.1153 -4.0311 0.09
H -0.6882 -5.4017 0.7395 0.11
H -1.9400 -4.2172 1.2046 0.08
H 0.1369 -4.0983 3.3611 0.06
H -0.5272 -5.8132 3.0428 0.07
H -1.8344 0.4692 5.4385 0.13
H -0.3726 -1.0287 1.1629 0.07
H -1.5032 -2.2060 2.0763 0.05
H -3.8633 -0.3619 0.6624 0.06
H -2.2222 0.5013 0.6564 0.08
H -3.9865 1.4479 -1.0332 0.06
H -2.3826 1.0018 -1.6986 0.05
H -3.8295 -0.1390 -1.9655 0.07
H 0.9115 -2.0240 3.0767 0.08
H 1.6995 -0.9812 1.8064 0.08
H 2.7037 -2.0656 2.9704 0.08
H 2.2662 -4.2479 3.1087 0.12
H 1.6658 -6.3480 2.5122 0.07
H 1.3182 -5.9724 0.7855 0.05
H 2.9838 -6.4251 1.3054 0.08
H 4.2836 -3.0889 1.9625 0.10
H 4.2535 -4.4590 0.7071 0.10
H 5.3502 -5.8876 2.1833 0.06
H 4.1009 -5.5015 3.4903 0.07
H 5.5604 -4.4424 3.2912 0.06
C 9.5720 -2.9110 0.7196 -0.05
C 10.9379 -2.8892 0.4490 -0.06
C 11.6242 -4.0762 0.2331 0.00
C 10.9488 -5.2924 0.2985 -0.09
C 9.5848 -5.3151 0.5937 -0.08
C 8.8960 -4.1207 0.7928 0.01
C 8.8611 -6.6032 0.7152 -0.27
O 7.6733 -6.6204 0.9685 0.11
C 9.6145 -7.8678 0.5305 -0.08
C 8.9622 -9.0871 0.6973 0.00
C 9.6551 -10.2756 0.5139 -0.06
C 11.0002 -10.2514 0.1543 -0.06
C 11.6556 -9.0391 -0.0075 0.00
C 10.9672 -7.8440 0.1894 -0.08
C 11.6866 -6.5540 0.0483 -0.28
O 12.8639 -6.5325 -0.2623 0.10
H 9.0356 -1.9829 0.8787 0.11
H 11.4668 -1.9443 0.4044 0.11
H 12.6857 -4.0540 0.0176 0.12
H 7.8338 -4.1336 1.0088 0.12
H 7.9149 -9.1110 0.9739 0.12
H 9.1468 -11.2232 0.6491 0.11
H 11.5385 -11.1803 0.0044 0.10
H 12.7033 -9.0248 -0.2827 0.12
C 1.2781 5.8783 -2.5192 -0.05
C 1.3355 7.2644 -2.6402 -0.06
C 0.1717 8.0181 -2.5743 0.00
C -1.0574 7.3868 -2.3988 -0.09
C -1.1167 5.9957 -2.3016 -0.08
C 0.0552 5.2444 -2.3510 0.01
C -2.4214 5.3046 -2.1636 -0.28
O -2.4717 4.0938 -2.0752 0.11
C -3.6625 6.1163 -2.1443 -0.08
C -4.8990 5.4791 -2.0728 0.01
C -6.0663 6.2294 -2.0407 -0.05
C -6.0028 7.6200 -2.0707 -0.06
C -4.7734 8.2595 -2.1475 0.00
C -3.6002 7.5093 -2.1942 -0.09
C -2.2936 8.2017 -2.3118 -0.28
O -2.2371 9.4180 -2.3421 0.09
H 2.1884 5.2916 -2.5619 0.11
H 2.2901 7.7572 -2.7841 0.11
H 0.2217 9.0966 -2.6638 0.12
H 0.0141 4.1652 -2.2627 0.11
H -4.9533 4.3972 -2.0460 0.12
H -7.0280 5.7319 -1.9898 0.10
H -6.9148 8.2049 -2.0383 0.10
H -4.7290 9.3417 -2.1754 0.12
C -12.5241 9.8404 0.6027 -0.06
C -11.1721 9.8060 0.2715 -0.06
C -10.5486 8.5923 0.0189 0.00
C -11.2724 7.4059 0.1082 -0.08
C -12.6214 7.4387 0.4637 -0.08
C -13.2478 8.6603 0.6995 0.00
C -13.3934 6.1801 0.6108 -0.28
O -14.5706 6.2086 0.9171 0.10
C -12.7022 4.8874 0.3865 -0.08
C -13.3963 3.6948 0.5760 0.00
C -12.7619 2.4798 0.3559 -0.06
C -11.4344 2.4507 -0.0632 -0.05
C -10.7371 3.6361 -0.2482 0.00
C -11.3658 4.8571 -0.0147 -0.08
C -10.6006 6.1158 -0.1813 -0.27
O -9.4392 6.0915 -0.5439 0.10
H -13.0121 10.7897 0.7909 0.11
H -10.6052 10.7275 0.2084 0.11
H -9.4977 8.5703 -0.2435 0.12
H -14.2982 8.6913 0.9628 0.12
H -14.4302 3.7117 0.8990 0.12
H -13.3024 1.5531 0.5090 0.11
H -10.9424 1.5017 -0.2415 0.11
H -9.7029 3.6085 -0.5697 0.12
```

(2)
A gas-phase ion, C3H7IN3 (charge +1) at a distorted geometry, computed with wB97M-V/def2-TZVPD.

Output
Orbital gap in eV: 8.23
SMILES: CCC(=[NH2+])/N=N/I
ΔE to the lowest compared entry with this formula, charge and spin in kJ/mol: 267.0
E_HOMO in eV: -13.94
Electronic energy in eV: -15785.526
Net charge: +1

```
14
Properties=species:S:1:pos:R:3:lowdin_charge:R:1
C 0.4286 0.3010 -0.4273 -0.32
C -0.8306 -0.5218 1.4976 -0.04
C 0.3231 -0.8177 0.5630 -0.14
N 0.3227 0.0745 -1.7133 0.02
N -0.7823 0.1000 -2.5151 -0.51
N 0.8512 1.4503 0.1053 0.26
I -0.5873 -0.3707 -4.3754 0.99
H -1.7399 -0.4803 0.9840 0.08
H -0.6817 0.4312 2.0410 0.10
H -0.7799 -1.2962 2.1791 0.07
H 1.1901 -0.8223 1.0815 0.09
H 0.2290 -1.7331 0.0467 0.12
H 1.1820 1.4445 1.0412 0.13
H 0.8750 2.2405 -0.5084 0.14
```

(3)
A molecular structure, C7H14N3O at a distorted geometry, computed with wB97M-V/def2-TZVPD.

Output
Orbital gap in eV: 9.14
ΔE to the lowest compared entry with this formula, charge and spin in kJ/mol: 398.2
E_HOMO in eV: -13.47
Electronic energy in eV: -13993.676
Net charge: +1

```
25
Properties=species:S:1:pos:R:3:lowdin_charge:R:1
C 1.8256 0.4472 -1.1317 -0.06
C 2.0877 0.4684 0.3255 -0.13
C 0.6236 -1.5224 1.4145 0.09
C -1.3616 -0.6934 0.5374 -0.25
C 0.3355 -0.0488 -1.1942 -0.18
C -0.3303 -1.8175 0.2652 -0.24
C -0.1476 0.2160 0.2571 -0.14
N 0.8854 0.0540 1.0187 0.04
N -1.1105 2.4644 -0.0365 0.14
N -2.4969 -0.8225 -0.3143 0.09
O 0.1203 -1.4663 -1.0262 -0.01
H 1.8112 1.4285 -1.7384 0.15
H 2.3983 -0.2877 -1.7399 0.14
H 2.7901 -0.3161 0.5652 0.13
H 2.5334 1.3186 0.7203 0.11
H 0.1575 -1.4749 2.4552 0.16
H 1.5593 -2.0657 1.4665 0.13
H -1.8247 -0.6269 1.5556 0.18
H -0.3450 0.2884 -1.9704 0.15
H -0.4975 -2.8342 0.2225 0.15
H -1.5557 2.5605 -0.9656 0.09
H -1.6420 2.5282 0.7815 0.04
H -3.2285 -0.0028 -0.2682 0.15
H -2.2854 -0.7931 -1.2553 0.04
H -0.3023 2.9981 0.0556 0.03
```

(4)
13 unconnected molecules or ions with the total composition BF4H24O12 at a distorted geometry, computed with wB97M-V/def2-TZVPD.

Output
Orbital gap (alpha / beta) in eV: 10.60 / 3.32
ΔE to the lowest compared entry with this formula, charge and spin in kJ/mol: 18.3
E_HOMO (alpha / beta) in eV: -11.10 / -11.10
Electronic energy in eV: -36508.285
Net charge: 0
Spin multiplicity: 2

```
41
Properties=species:S:1:pos:R:3:lowdin_charge:R:1
B 8.8086 -30.2101 8.9710 -1.27
F 9.8205 -29.4318 8.4300 0.15
F 8.2170 -29.4966 9.9959 0.15
F 7.7832 -30.4919 8.0527 0.11
F 9.4215 -31.4084 9.3601 0.14
O 8.6864 -31.4856 12.5668 0.28
H 9.2588 -30.8875 12.0864 0.01
H 7.8512 -31.4444 12.1012 0.11
O 6.9516 -27.9199 7.6479 -0.02
H 7.1794 -28.6082 8.2729 -0.01
H 7.7893 -27.5181 7.4176 0.02
O 10.8676 -30.2079 11.5793 0.03
H 11.5641 -29.6111 11.3055 0.04
H 10.4785 -30.5145 10.7602 0.01
O 5.4086 -31.2213 9.0340 -0.04
H 4.8719 -30.6486 8.4860 0.04
H 6.3025 -30.9013 8.9121 -0.02
O 8.4957 -28.4156 12.3509 0.20
H 7.6091 -28.0873 12.2010 0.10
H 8.7448 -28.8216 11.5207 0.02
O 9.5572 -28.6972 5.4586 -0.04
H 9.1395 -29.5378 5.6461 -0.01
H 10.4064 -28.9297 5.0829 0.04
O 7.4474 -30.7813 5.3326 -0.04
H 7.2713 -31.7221 5.3430 0.05
H 7.5100 -30.5387 6.2565 -0.01
O 9.7692 -27.0010 9.2597 -0.03
H 9.4363 -27.8955 9.3320 -0.02
H 9.6404 -26.7705 8.3396 0.04
O 12.2364 -27.3836 7.3359 -0.05
H 11.4411 -27.6759 7.7812 -0.02
H 12.5519 -26.6507 7.8647 0.04
O 12.7238 -28.5029 10.1996 -0.04
H 12.6001 -29.1594 9.5140 -0.01
H 13.6317 -28.2174 10.0974 0.06
O 12.2506 -30.7648 8.5464 -0.02
H 12.5202 -31.2413 7.7613 0.06
H 11.3523 -30.4893 8.3633 0.00
O 10.2431 -33.4978 7.9703 -0.04
H 10.4831 -33.2038 7.0915 0.03
H 9.8996 -32.7145 8.3999 -0.02
```